{"formula": "C10H52O21", "method": "wB97M-V/def2-TZVPD", "symbols": ["O", "O", "C", "H", "H", "H", "H", "O", "C", "H", "O", "H", "C", "H", "H", "H", "C", "C", "H", "H", "O", "H", "O", "H", "O", "O", "H", "O", "O", "H", "C", "H", "C", "H", "H", "H", "H", "H", "O", "H", "H", "H", "H", "H", "H", "H", "H", "H", "O", "H", "H", "H", "O", "O", "H", "H", "C", "H", "O", "H", "O", "H", "H", "O", "O", "C", "H", "O", "C", "H", "H", "H", "H", "O", "H", "O", "H", "H", "H", "H", "H", "H", "H"], "coordinates": [[-0.7283, -4.9507, -2.8863], [-3.0553, 1.0963, -2.5213], [0.3377, -1.1117, -0.1013], [3.6687, -1.0057, 3.0057], [0.3227, -1.5367, 3.6997], [1.1817, -0.1177, 4.9797], [0.5187, -1.7207, -0.9593], [-0.4783, 3.9213, -2.1463], [2.2367, 3.2053, 0.7577], [-1.2593, -6.1477, -0.6373], [-0.2663, -1.5947, -3.6603], [-0.1183, 4.5673, -2.7913], [2.9677, 3.7133, -0.4303], [2.9337, -0.7427, -0.3373], [1.0717, -0.5237, 1.6357], [2.6097, 3.7273, 1.6447], [-0.0633, 0.2913, -0.5133], [-0.6473, -4.3787, -1.6523], [-4.6283, 3.0673, 1.2547], [-2.2993, 1.2723, -3.1443], [-2.1973, 0.0463, 2.1847], [-1.5013, -3.6907, -1.5203], [2.0857, -3.6447, 0.4317], [1.0747, 1.7323, -0.4963], [1.0287, 0.9843, -1.0493], [1.3817, -1.0267, 0.8197], [2.8687, 3.0793, -1.2753], [-2.7043, -1.5767, -2.4333], [-0.3093, -4.8627, 0.6517], [0.4517, 4.0763, 1.2377], [-0.5003, -5.4277, -0.5913], [-1.1333, -1.5487, -3.1733], [-4.0103, 2.7413, 0.3937], [1.2057, -4.0297, 0.5057], [-4.1333, 2.4043, -1.5253], [-4.3923, -2.8147, 0.0847], [3.6707, -2.1127, 3.9937], [-2.9463, -1.9987, -1.5893], [2.3597, -2.2367, -2.7473], [-3.1523, 0.1343, -2.4083], [-3.9003, 1.7093, 0.6287], [-0.3113, -5.5427, 1.3557], [0.2487, -3.7827, -1.6403], [-0.8713, 0.1443, -1.2453], [0.5397, 1.9483, 2.7867], [1.3747, 0.7883, -2.7773], [4.4707, 4.4763, 0.4967], [1.8727, -2.7257, 0.3197], [-2.1003, 2.8613, 1.7257], [2.6727, 4.7583, -0.7613], [-1.4053, -0.4197, 2.5197], [-3.0583, -2.5707, 0.5977], [-4.5553, 2.9493, -0.8793], [4.4047, 3.7223, -0.0763], [-0.5393, -1.6237, 0.3797], [2.0777, 1.2403, 3.2147], [1.1567, 1.4763, 3.6177], [-0.5643, 0.9703, 0.1717], [3.6647, -0.5017, -0.9003], [0.3227, -6.0997, -0.8123], [0.8967, 3.6673, 0.4687], [1.6047, 3.3153, 4.0927], [-0.1283, -0.8697, -4.2923], [-3.6083, -2.3117, -0.1513], [1.6737, 0.9443, -3.7023], [0.4487, 0.3113, 4.2977], [-0.0093, 4.2573, -1.3593], [1.4277, 2.4693, 4.5427], [-2.5843, 3.2463, 0.4627], [-2.3293, 1.9503, 1.9877], [-2.4633, 4.3173, 0.3827], [1.5437, -2.1127, -3.2363], [2.6527, -1.4427, -2.3043], [0.1317, -0.6677, 3.3837], [-2.0783, 2.7353, -0.3103], [3.0427, -1.5617, 3.4687], [-0.4463, 0.6613, 4.8287], [4.1907, -1.3197, -0.9873], [-3.3733, -1.8547, -3.0933], [2.4327, 2.0993, 0.9497], [1.8807, 1.8783, -3.7813], [-0.9993, -4.2387, -3.4873], [-2.8573, -0.5077, 2.4287]], "homo_ev": -9.26, "gap_ev": 8.72, "spin_multiplicity": 1, "de_lowest_kj_mol": 246.8}